13 unconnected molecules or ions with the total composition C30H59Br24NO3 at a distorted geometry, computed with the ωB97M-V functional and the def2-TZVPD basis.

```
117
C30H59Br24NO3 (the ωB97M-V functional and the def2-TZVPD basis)
C -1.36931 -0.39591 -2.28305
N -1.10469 -1.79628 -1.94844
C -1.45862 -2.62009 -3.09599
C 0.26381 -1.93589 -1.59741
O 1.11442 -1.99268 -2.38421
C 0.62095 -1.96490 -0.13885
C -0.56664 -2.03943 0.78419
O -1.21956 -3.33547 0.64662
C -1.52588 -3.85634 1.83108
O -2.21632 -3.35134 2.60279
H -1.34361 0.22931 -1.39329
H -0.66079 0.00196 -3.01451
H -2.37045 -0.28644 -2.67919
H -1.50729 -3.66728 -2.81608
H -2.43767 -2.36629 -3.47162
H -0.76457 -2.53205 -3.93225
H 1.24737 -1.12014 0.12813
H 1.21436 -2.86406 0.04491
H -0.18783 -1.98015 1.79325
H -1.26348 -1.22032 0.65992
H -1.09516 -4.83543 2.06334
Br -1.21735 1.64739 -5.44200
C -0.55758 3.04105 -4.25356
C 0.94290 3.01592 -4.15253
Br 1.55585 1.55877 -3.01608
H -1.04987 2.89541 -3.29659
H -0.89594 3.97694 -4.69304
H 1.30751 3.92466 -3.67834
H 1.42835 2.88913 -5.11472
Br -4.37516 0.67796 -1.39739
C -5.81238 1.15729 -2.62238
C -5.26841 1.61777 -3.94550
Br -4.56836 3.42851 -3.81081
H -6.41139 1.91632 -2.12866
H -6.40307 0.25119 -2.74054
H -6.05771 1.66566 -4.69266
H -4.46033 0.99233 -4.31376
Br -2.71623 3.74412 -0.29607
C -3.96729 4.74506 0.80102
C -5.00753 5.45045 -0.02182
Br -4.29040 7.05364 -0.86729
H -3.37113 5.41783 1.40630
H -4.43592 4.00019 1.44237
H -5.81552 5.80320 0.61078
H -5.41450 4.83202 -0.81527
Br -0.67788 4.63040 3.90064
C -1.27952 2.89630 3.23780
C -0.18736 1.86312 3.31119
Br 1.11376 2.10184 1.87945
H -1.64002 3.05282 2.22649
H -2.11206 2.61997 3.88244
H -0.59322 0.86560 3.16328
H 0.36358 1.89059 4.24482
Br -5.40761 6.83486 5.96481
C -3.49137 7.17345 5.87488
C -3.15781 8.18971 4.81604
Br -3.24429 7.41132 3.03618
H -3.00993 6.21548 5.70414
H -3.21963 7.54535 6.86053
H -2.13196 8.53430 4.92931
H -3.82669 9.04410 4.81888
Br 2.05139 -5.29419 -2.12075
C 3.77280 -5.51934 -1.24334
C 3.65654 -5.38602 0.24998
Br 3.48633 -3.52364 0.80268
H 4.44814 -4.78870 -1.67799
H 4.10204 -6.52137 -1.51114
H 4.56491 -5.74095 0.73275
H 2.80131 -5.91425 0.65938
Br 2.60887 -5.55083 4.05739
C 3.51854 -3.97627 4.75456
C 2.54388 -2.96623 5.29950
Br 1.66217 -1.97913 3.87306
H 4.13003 -3.58409 3.94711
H 4.16201 -4.34875 5.54889
H 3.06353 -2.21256 5.88722
H 1.76116 -3.41640 5.90154
Br -7.57113 3.61036 0.99098
C -8.78641 4.62176 2.12667
C -9.82815 5.33649 1.31095
Br -9.08505 6.91210 0.44328
H -8.17552 5.29781 2.71691
H -9.24757 3.88639 2.78247
H -10.62595 5.70687 1.95107
H -10.25106 4.71514 0.52835
Br -0.13750 -3.25576 8.35479
C -1.65982 -2.79363 7.23105
C -1.22222 -2.30196 5.87876
Br -0.55818 -0.47155 5.96611
H -2.24365 -2.06163 7.77981
H -2.23240 -3.71320 7.13194
H -2.06262 -2.26879 5.19116
H -0.43182 -2.90022 5.44313
Br 7.71931 -4.48474 -0.50497
C 8.30417 -4.49773 -2.36021
C 7.23055 -5.03210 -3.26736
Br 7.08713 -6.97213 -3.15020
H 9.22148 -5.07640 -2.39770
H 8.52006 -3.45892 -2.60265
H 7.46871 -4.82388 -4.30669
H 6.24891 -4.63157 -3.03788
Br 5.22116 -1.72403 -2.22666
C 5.19892 0.21865 -2.17380
C 6.29309 0.75800 -1.29395
Br 5.85150 0.55909 0.59194
H 4.20783 0.51152 -1.84489
H 5.34376 0.53698 -3.20404
H 6.41531 1.82803 -1.44935
H 7.24394 0.25839 -1.44882
Br 8.35581 -3.15579 -6.54226
C 6.87664 -3.58040 -7.73698
C 5.59896 -2.91848 -7.29574
Br 4.79510 -3.83190 -5.77747
H 6.80099 -4.66224 -7.77273
H 7.18324 -3.20649 -8.71160
H 4.85249 -2.97028 -8.08545
H 5.74072 -1.88385 -7.00047
```

Summary:
- F_max (eV Å⁻¹) = 5.074
- spin multiplicity = 1
- energy relative to the best compared isomer or geometry (same formula, charge and spin) (kcal/mol) = 13.6
- HOMO-LUMO gap (Eh) = 0.32400

Löwdin atomic charge list, values in e, 5 entries: -0.16, -0.15, -0.07, -0.51, 0.10